The following is a DFT calculation (wB97M-V/def2-TZVPD) of a cluster of 2 separate species, C17H21F8IN2O3 in total at a distorted geometry.

HOMO energy = -0.245 Ha
energy above the lowest of the compared OMol25 structures with the same formula, charge and spin = 7.689 eV
frontier orbital gap = 4.16 eV
total energy = -56922.3327 eV

```
52
Properties=species:S:1:pos:R:3:forces:R:3:lowdin_charge:R:1
C 2.427505 -1.866849 -1.060358 -0.22 0.26 0.41 -0.123
C 1.896949 -1.817956 -2.572624 1.97 -0.95 0.12 -0.219
N 0.508056 -1.273799 -2.755585 -0.72 1.17 2.19 -0.013
C 0.021862 -0.518062 -1.601824 -0.42 3.18 1.41 -0.070
C -0.761244 -1.133770 -0.393025 0.28 0.31 -0.63 0.018
C -1.070873 -2.720742 -0.468642 -1.12 0.82 0.14 -0.070
C -2.501107 -3.095431 0.194005 -0.25 1.30 0.41 -0.300
C -2.360418 -3.685166 1.679798 0.07 -1.14 -0.75 -0.046
F -3.290888 -3.976328 -0.663860 1.71 1.32 1.40 -0.078
N -1.188672 -0.344254 0.759209 1.98 1.09 -3.25 0.159
C -0.916647 1.099119 0.872134 1.84 0.40 -3.12 0.029
C -1.360382 1.917566 2.176219 -0.47 0.51 -0.72 -0.228
F -2.429782 2.815734 1.797128 2.73 -1.84 1.05 0.061
F -0.274754 2.677558 2.753120 -2.72 -1.75 -1.56 0.065
C -1.944763 1.013766 3.363141 -2.24 1.10 1.93 -0.182
F -2.310383 1.910642 4.433565 0.98 -2.09 -2.82 0.078
F -3.177698 0.351593 3.011359 3.35 1.41 0.35 0.075
C -0.912125 -0.038776 4.001793 1.81 -2.34 2.78 -0.284
F -1.388560 -1.392591 3.932200 1.06 3.67 -0.30 0.073
F 0.383037 -0.023130 3.440225 -3.44 0.18 1.00 0.113
F -0.745723 0.217871 5.405110 -0.50 -0.53 -3.97 0.092
C -0.181616 1.841318 -0.303349 -0.89 -2.15 0.38 -0.048
C 0.111438 3.431867 -0.275581 0.33 -0.70 1.50 -0.625
I -0.904751 4.480199 -1.940148 0.17 -0.73 0.82 0.897
C 1.708916 3.680806 -0.237439 0.18 -0.25 0.28 -0.272
C 2.252118 4.822064 -1.224453 1.07 -0.50 0.34 -0.185
C 0.297720 1.025551 -1.564992 -2.17 -2.67 2.11 0.075
C 1.077823 1.632597 -2.813303 3.31 1.15 -1.70 -0.376
O 2.326325 1.799049 -2.807754 -4.69 -1.07 0.72 0.060
O 0.399000 1.991180 -4.034149 1.11 -1.81 2.43 -0.002
H 2.635635 -0.814310 -0.617545 -0.20 -1.45 -1.04 0.074
H 1.698170 -2.398176 -0.342014 1.29 0.39 -1.34 0.035
H 3.400913 -2.470194 -1.030145 -1.50 0.88 -0.08 0.092
H 1.894986 -2.882153 -3.018464 -0.07 1.62 0.95 0.130
H 2.689895 -1.230879 -3.180972 -1.61 -0.63 0.79 0.110
H -0.164696 -1.977511 -3.084811 0.54 0.40 0.57 0.117
H -0.226313 -3.319324 0.072842 -0.16 0.24 -1.00 0.076
H -1.127328 -3.071432 -1.564918 0.40 0.75 1.77 0.134
H -3.102244 -2.101666 0.217608 0.57 -1.75 -0.03 0.134
H -1.295116 -4.114373 1.822549 -1.69 0.86 -0.16 0.099
H -3.069490 -4.597099 1.742966 0.98 1.65 0.07 0.099
H -2.620459 -2.924481 2.501250 0.35 -1.15 -1.36 0.066
H -1.695237 -0.883128 1.487603 0.41 0.62 -0.58 0.125
H -0.318145 3.933729 0.675397 0.43 -1.13 -1.83 0.077
H 2.211136 2.659680 -0.447599 -0.62 1.87 0.09 0.107
H 1.972154 3.919582 0.865338 -0.48 -0.24 -1.81 0.123
H 1.783801 5.857860 -1.061237 0.42 -1.76 -0.32 0.067
H 3.382164 4.956251 -0.999626 -1.82 -0.31 -0.41 0.090
H 2.164769 4.449478 -2.311089 0.03 0.86 1.71 0.057
H 1.079650 1.796285 -4.732212 -0.65 0.48 0.88 0.136
O 1.299288 -4.422002 -0.239727 -0.86 0.83 -0.15 -0.481
H 1.716105 -5.187762 0.142886 0.07 -0.39 0.32 -0.140
```
Forces are in eV/Å.

The following is a DFT calculation (wB97M-V/def2-TZVPD) of the ion C17H21N2O2 with charge +1 at a distorted geometry.

charge = +1
SMILES = Cc1ccc(C(C)C)c(OCc2cc(CC=O)c[nH+]n2)c1
HOMO energy = -0.416 Ha
energy above the lowest of the compared OMol25 structures with the same formula, charge and spin = 0.000 eV
frontier orbital gap = 6.42 eV
total energy = -25037.0624 eV

```
42
Properties=species:S:1:pos:R:3:forces:R:3:lowdin_charge:R:1
C -0.208150 4.255217 0.589328 0.23 -0.61 0.14 -0.043
C -0.799804 2.897996 0.310183 -0.07 -0.34 -0.40 -0.260
C -1.716241 2.294986 1.177040 0.21 -0.19 -0.58 -0.026
C -2.266911 1.061986 0.850572 0.28 0.33 -0.19 -0.012
C -1.935643 0.353904 -0.321059 -0.12 0.16 0.36 -0.128
C -2.678413 -0.953231 -0.556581 0.46 -0.11 -0.20 -0.341
C -3.026323 -1.253157 -2.024659 -0.32 -0.04 0.41 -0.044
C -1.984988 -2.140071 0.150928 -0.51 0.43 0.23 -0.053
C -0.979077 0.943547 -1.145708 -0.16 0.21 0.35 -0.223
O -0.532220 0.353845 -2.327626 0.01 0.12 -0.02 -0.035
C 0.283368 -0.768436 -2.158238 0.26 -0.03 -0.22 -0.124
C 1.443944 -0.531741 -1.216652 -0.48 -0.06 -0.34 -0.166
C 1.708917 -1.427522 -0.177541 0.15 0.15 0.19 0.120
C 2.746635 -1.183477 0.688642 0.09 -0.03 -0.22 -0.160
C 3.042863 -2.057161 1.859815 -0.33 -0.38 -0.11 -0.076
C 2.091358 -1.706999 2.996582 0.51 -0.37 0.06 -0.225
O 1.432187 -0.719873 2.958007 -0.70 0.92 0.01 0.098
C 3.473365 -0.026806 0.435037 0.04 -0.28 0.43 0.058
N 3.162573 0.733046 -0.591917 -0.23 0.14 -0.34 0.098
N 2.173034 0.538750 -1.447621 0.48 0.09 0.39 0.206
C -0.446320 2.198414 -0.846647 -0.21 -0.04 0.34 0.021
H 0.683623 4.389210 -0.015200 0.03 0.22 -0.17 0.070
H -0.908960 5.057805 0.391406 -0.10 0.14 -0.02 0.087
H 0.110405 4.299759 1.627612 -0.09 0.19 0.16 0.080
H -2.007289 2.818476 2.074797 -0.10 -0.06 0.15 0.116
H -3.007958 0.644515 1.516951 -0.09 -0.13 0.03 0.119
H -3.623719 -0.825719 -0.040823 -0.14 0.14 0.14 0.125
H -2.379972 -2.006045 -2.466061 0.25 0.08 -0.17 0.072
H -4.031318 -1.663921 -2.066767 -0.11 -0.10 -0.06 0.083
H -3.026713 -0.346557 -2.615989 0.08 0.05 -0.22 0.085
H -1.474106 -1.776694 1.039972 0.24 -0.04 0.08 0.075
H -2.742177 -2.829411 0.512091 0.00 -0.33 -0.15 0.084
H -1.300079 -2.674774 -0.499794 0.10 -0.14 -0.02 0.052
H 0.712068 -1.005923 -3.131411 -0.08 0.03 -0.17 0.153
H -0.270436 -1.644649 -1.829743 -0.08 -0.02 0.13 0.095
H 1.067081 -2.286144 -0.059151 -0.08 -0.13 0.05 0.140
H 2.862006 -3.096943 1.588397 0.07 -0.15 0.00 0.136
H 4.077818 -1.996616 2.184848 0.13 0.08 0.13 0.135
H 2.026922 -2.393531 3.847093 0.18 -0.27 0.11 0.136
H 4.290620 0.281866 1.065373 0.17 0.18 -0.04 0.162
H 3.713167 1.565173 -0.769177 -0.06 0.10 -0.14 0.192
H 0.244866 2.626905 -1.556310 0.11 0.07 -0.09 0.119
```
Forces are in eV/Å.

The following is a DFT calculation (wB97M-V/def2-TZVPD) of a structure of composition C17H21N2O4RuS2SbSe4 at a distorted geometry.

multiplicity = 5
HOMO energy (spin up / spin down) = -0.215 / -0.235 Ha
frontier orbital gap (spin up / spin down) = 5.42 / 3.87 eV
total energy = -321303.7990 eV

```
52
Properties=species:S:1:pos:R:3:forces:R:3:lowdin_spin:R:1
Ru -0.053900 -0.259700 0.871900 -0.60 4.73 4.79 1.982
O -0.815400 0.558400 2.606400 0.09 -0.24 0.40 0.091
N -0.269600 1.690500 2.833800 -0.02 0.74 0.28 -0.003
N 0.683300 2.033100 2.071000 -0.53 -0.57 0.59 0.017
O 1.162400 1.257700 1.116800 0.86 1.28 0.76 0.094
C 1.214800 3.322300 2.232300 0.35 0.92 0.32 0.000
C 1.324500 3.832000 3.518300 0.05 0.00 -0.15 0.002
C 1.782500 5.124000 3.676400 0.01 0.11 -0.04 0.000
C 2.111600 5.888800 2.567500 0.08 0.11 0.05 0.002
C 1.993000 5.368900 1.290000 0.03 -0.05 0.10 0.000
C 1.549000 4.071100 1.115600 -0.13 -0.20 -0.15 0.002
H 1.040400 3.225500 4.363100 0.01 -0.05 0.06 0.000
H 1.873900 5.541200 4.666200 0.02 0.04 0.12 0.000
H 2.462800 6.898700 2.702000 0.04 0.16 0.03 0.000
H 2.224600 5.979300 0.430400 0.04 0.02 -0.07 0.000
H 1.402000 3.660400 0.126900 -0.02 -0.09 0.02 0.000
Se -4.552700 -3.134600 1.969500 0.27 0.76 0.62 0.318
Sb -2.902500 -3.206700 0.225400 -4.43 -4.09 1.11 0.333
Se -0.975700 -1.951900 -0.053500 -3.58 -4.24 -0.37 0.390
Se 0.991200 -1.150700 -0.714700 2.72 -3.26 -5.64 0.230
Se -4.233300 -3.843400 -1.647200 0.16 0.26 -0.98 0.236
C -3.696500 1.756300 0.478600 0.49 -0.40 0.08 0.040
S -2.008800 1.229100 0.052400 -0.91 -0.03 -1.15 0.120
O -1.129500 2.398600 0.083900 0.41 1.50 -0.01 0.005
C -2.248900 0.802100 -1.674500 -0.15 -0.22 0.25 0.015
C -3.088700 -0.260800 -1.969600 -0.02 0.13 0.19 0.012
C -3.235400 -0.668600 -3.284400 -0.12 0.04 0.06 0.006
C -2.537600 0.001300 -4.282200 0.01 -0.06 -0.06 0.001
C -1.666600 1.035900 -3.972900 -0.02 0.00 0.12 0.004
C -1.510000 1.437700 -2.654600 0.11 0.31 0.17 0.001
H -4.073400 2.401700 -0.303900 0.02 0.08 -0.20 0.007
H -3.618500 2.287500 1.420500 0.05 -0.01 0.16 0.000
H -4.297200 0.860200 0.596100 -0.17 -0.08 0.02 0.001
H -3.598500 -0.766200 -1.153500 -0.20 -0.03 -0.34 0.004
H -3.883700 -1.510100 -3.498400 0.07 0.04 -0.03 0.004
H -2.666700 -0.288000 -5.314100 0.01 -0.10 -0.08 0.000
H -1.104300 1.535900 -4.749200 -0.03 0.01 -0.08 0.000
H -0.849300 2.253100 -2.381300 -0.02 -0.04 0.00 0.000
O 3.580900 -1.582800 -1.734100 0.60 -0.62 -0.35 0.006
S 2.863000 -0.486000 -1.134300 3.43 2.46 -0.43 0.051
C 3.938400 0.402800 0.000900 -0.15 -0.05 0.31 0.007
C 4.563500 1.498500 -0.853800 0.49 0.58 -0.12 0.001
C 4.119600 1.344600 -2.318100 0.59 0.41 -0.42 0.004
C 2.698100 0.843200 -2.313900 -0.05 0.30 0.11 0.015
H 4.627400 -0.355100 0.380500 -0.02 0.08 -0.15 0.000
H 3.354900 0.811700 0.832600 -0.04 -0.25 -0.27 0.000
H 5.651300 1.459200 -0.778000 -0.07 0.08 -0.04 0.000
H 4.247800 2.480000 -0.477200 0.02 -0.23 -0.05 0.000
H 4.742100 0.607600 -2.841800 -0.06 0.20 0.13 0.000
H 4.201200 2.294200 -2.851300 0.06 -0.09 0.02 0.001
H 2.341600 0.453600 -3.270900 0.03 -0.15 0.25 0.001
H 1.970900 1.571500 -1.921600 0.19 -0.23 0.04 0.001
```
Forces are in eV/Å.

The following is a DFT calculation (wB97M-V/def2-TZVPD) of a structure of composition C17H21N3O3S at a distorted geometry.

HOMO energy = -0.286 Ha
energy above the lowest of the compared OMol25 structures with the same formula, charge and spin = 15.616 eV
frontier orbital gap = 7.56 eV
total energy = -39404.5503 eV

```
45
Properties=species:S:1:pos:R:3:forces:R:3:lowdin_charge:R:1
C -3.844908 -4.469483 0.487784 2.26 0.12 -1.31 0.000
C -2.924396 -3.627973 -0.218796 2.47 3.53 -1.45 -0.299
C -3.166246 -2.384625 -0.531192 -1.17 9.06 -2.88 0.003
C -1.911787 -1.753761 -1.206707 1.58 -1.42 -0.45 -0.113
C -0.841742 -2.801626 -1.301072 -17.11 3.83 6.18 -0.323
N -1.560824 -3.710167 -0.596366 -1.02 -3.00 0.45 -0.098
C -0.991845 -4.876527 -0.391118 5.78 -9.74 4.05 -0.158
H -1.288523 -5.629417 0.539557 -0.41 2.42 -2.03 0.151
H -0.809705 -5.686949 -1.151743 -1.11 1.07 -0.47 0.100
H 0.128950 -4.918935 -0.044387 -1.57 1.28 -0.50 0.117
C 0.388998 -2.768657 -1.519224 12.74 -1.92 -8.19 -0.089
H 1.287063 -2.553448 -0.876877 -1.44 -0.33 -0.20 0.130
H 0.658792 -3.841336 -2.332702 -0.36 2.51 2.65 0.203
H 0.422061 -2.068524 -2.427684 0.74 -0.24 1.34 0.130
C -1.680827 -0.443138 -1.730096 -6.65 2.11 -1.37 -0.058
C -0.779438 0.548377 -1.765377 0.04 -1.72 -0.83 -0.493
C 0.475663 0.325884 -1.168471 2.00 -2.60 6.45 -0.541
O 0.788385 -0.447871 -0.222663 -1.87 -2.21 -0.94 -0.006
N 1.366291 1.252373 -1.202139 -0.45 8.31 -4.64 0.013
C 0.826481 2.442155 -2.080345 5.00 0.41 -0.28 -0.577
O 1.600421 3.345956 -2.472981 -3.28 -2.81 1.65 0.030
S -0.816884 2.109594 -2.535297 -0.43 0.45 -0.33 1.105
C 2.623964 1.511788 -0.562541 1.47 -6.51 -0.46 -0.094
H 3.332072 1.527913 -1.376822 0.55 -0.47 -0.17 0.133
H 2.952340 0.516176 0.187373 -1.27 2.96 -2.18 0.238
C 2.918352 2.731718 0.062544 2.50 6.72 1.80 -0.356
O 4.026562 3.379766 -0.272183 -4.93 -2.88 2.11 -0.016
N 1.998644 3.212209 1.023100 3.67 0.85 -4.16 -0.061
C 0.710504 2.755326 1.254058 3.10 -6.65 5.52 -0.191
C 0.218444 3.410863 2.476638 5.97 -3.51 4.91 -0.088
H -0.438315 4.070535 2.344023 -4.85 6.09 -1.91 0.016
C 1.673065 4.101794 2.965926 -4.50 -1.88 4.28 -0.144
C 2.207166 4.442341 1.713256 4.57 2.20 -3.75 -0.213
H 1.824258 5.363554 1.073345 -0.03 -1.63 1.72 0.181
H 3.332203 4.661362 1.699890 -1.41 -0.46 0.14 0.149
H 2.115274 3.430747 3.786811 0.34 0.38 -2.18 0.148
H 1.449544 4.912425 3.571506 -0.67 2.04 1.00 0.073
H -0.344360 2.867560 3.304507 1.41 -0.40 -1.03 0.139
H 0.944770 1.590474 1.552421 -1.43 2.18 -1.00 0.194
H -0.020204 2.808000 0.632274 -3.94 0.28 -5.22 0.059
H -2.885012 0.035569 -2.217516 3.51 -1.29 1.42 0.191
H -4.162851 -1.456231 -0.379186 3.06 -3.76 -0.37 0.207
H -4.708440 -3.925084 0.567470 -2.43 0.47 0.11 0.078
H -3.369963 -4.644995 1.353629 1.00 -0.71 3.92 0.059
H -3.723995 -5.345706 -0.012627 -1.39 -3.13 -1.40 0.069
```
Forces are in eV/Å.

The following is a DFT calculation (wB97M-V/def2-TZVPD) of the molecule C17H21N5OS at a distorted geometry.

SMILES = C=CCn1c(SCC(=O)N2CCCCC2)nnc1-c1ccncc1
HOMO energy = -0.316 Ha
energy above the lowest of the compared OMol25 structures with the same formula, charge and spin = 0.328 eV
frontier orbital gap = 8.95 eV
total energy = -38302.7689 eV

```
45
Properties=species:S:1:pos:R:3:forces:R:3:lowdin_charge:R:1
C 1.807145 -4.690370 -0.568761 0.07 -0.07 -0.01 0.012
C 1.677492 -3.378273 -0.605163 -0.10 0.12 0.07 -0.160
C 0.925225 -2.579482 0.421111 0.38 -0.37 0.20 -0.160
N 0.079348 -1.583119 -0.187420 -0.36 0.66 -0.29 -0.003
C 0.465371 -0.326543 -0.549845 -0.18 0.07 -0.08 -0.621
S 2.097461 0.240934 -0.378109 0.31 0.08 0.05 1.016
C 1.955566 1.873510 -1.185724 0.15 -0.19 -0.03 -0.326
C 2.373349 2.991566 -0.238394 -0.07 -0.27 -0.11 -0.530
O 3.472033 3.501405 -0.366147 0.33 0.03 -0.22 0.046
N 1.515367 3.352364 0.733992 -0.05 0.19 0.32 -0.061
C 0.145144 2.926123 0.908561 -0.39 -0.08 -0.28 -0.155
C -0.805063 4.099437 0.656440 0.03 -0.11 0.32 -0.168
C -0.465332 5.263009 1.582971 0.04 0.11 -0.31 -0.208
C 1.000527 5.648510 1.402953 -0.07 -0.18 0.25 -0.173
C 1.890549 4.428889 1.632014 0.37 0.37 -0.04 -0.142
N -0.554331 0.357815 -1.006561 0.94 0.36 -0.03 0.001
N -1.628362 -0.434154 -0.945794 -1.00 -0.78 0.02 0.087
C -1.267880 -1.597693 -0.469032 0.18 0.41 -0.11 -0.252
C -2.186345 -2.704935 -0.277006 -0.37 -0.46 0.11 -0.145
C -1.819784 -4.036767 -0.463753 -0.14 0.20 0.06 -0.009
C -2.781329 -5.014465 -0.262366 0.25 -0.07 -0.05 -0.142
N -4.028297 -4.756947 0.089267 -0.31 -0.42 0.05 0.057
C -4.381272 -3.490657 0.240213 -0.03 0.32 0.01 -0.139
C -3.509545 -2.429614 0.071421 0.22 -0.11 -0.04 -0.003
H 2.371843 -5.224005 -1.313014 0.13 -0.06 -0.16 0.060
H 1.366216 -5.285624 0.215061 -0.15 -0.08 0.17 0.066
H 2.132637 -2.791072 -1.390740 0.10 0.02 -0.15 0.101
H 0.311185 -3.227095 1.052481 0.12 0.12 -0.01 0.132
H 1.647613 -2.046858 1.053077 -0.19 -0.10 0.05 0.114
H 0.937839 1.955351 -1.559413 0.00 0.04 -0.03 0.069
H 2.668788 1.865419 -2.010491 -0.14 0.10 0.11 0.086
H -0.109771 2.105321 0.241638 0.11 0.07 0.13 0.072
H 0.028383 2.579550 1.943407 -0.02 -0.05 -0.06 0.134
H -1.831533 3.766899 0.813552 -0.05 -0.02 -0.05 0.113
H -0.706973 4.417832 -0.383275 -0.03 -0.03 -0.08 0.119
H -1.109327 6.116838 1.366452 -0.05 0.01 0.08 0.108
H -0.638961 4.965527 2.620182 -0.04 0.01 0.07 0.112
H 1.279387 6.436788 2.103209 0.04 0.05 -0.02 0.111
H 1.161669 6.019963 0.389140 0.06 0.05 -0.03 0.120
H 2.937818 4.668818 1.443282 -0.15 -0.07 0.12 0.119
H 1.781559 4.074324 2.663309 0.01 0.01 -0.01 0.130
H -0.827714 -4.307006 -0.789051 0.07 -0.03 -0.01 0.088
H -2.539493 -6.061335 -0.392920 0.10 -0.06 -0.04 0.106
H -5.414781 -3.324370 0.513578 -0.06 0.12 0.03 0.106
H -3.826504 -1.407519 0.198525 -0.06 0.09 0.03 0.110
```
Forces are in eV/Å.